This record from OMol25 describes C13H17BN4O4 in the gas phase in a non-equilibrium geometry. The level of theory is ωB97M-V with the def2-TZVPD basis set.

Last column: Mulliken charge in e.
CARTESIAN COORDINATES (ANGSTROEM)
C1 5.890 0.258 1.461  -0.957
C2 4.803 -0.185 0.317  -0.158
C3 4.599 0.957 -0.885  0.525
O1 5.526 1.952 -0.882  -0.556
O2 3.544 0.904 -1.910  -0.350
C4 2.542 1.973 -1.734  -0.466
C5 1.678 1.862 -0.341  -0.553
C6 0.630 0.569 -0.307  0.388
C7 1.184 -0.950 -0.496  -0.224
N1 0.375 -2.216 -0.450  -0.524
C8 -1.060 -1.853 -0.194  0.354
C9 -2.134 -3.123 -0.053  0.250
O3 -1.661 -4.512 -0.188  -0.543
C10 -3.752 -2.914 0.243  -0.614
C11 -4.378 -1.395 0.383  0.200
N2 -5.878 -1.188 0.674  -0.559
C12 -3.301 -0.145 0.238  0.083
B1 -3.897 1.382 0.425  0.423
N3 -5.159 1.877 -0.258  -0.564
O4 -3.142 2.274 1.359  -0.552
C13 -1.674 -0.356 -0.040  0.186
N4 -0.825 0.882 -0.099  -0.274
H1 5.904 1.430 1.652  0.263
H2 6.999 -0.027 1.137  0.261
H3 5.599 -0.276 2.476  0.308
H4 5.130 -1.239 -0.138  0.322
H5 3.760 -0.352 0.865  0.129
H6 3.160 2.991 -1.663  0.320
H7 1.852 2.113 -2.697  0.310
H8 2.378 1.910 0.611  0.273
H9 1.011 2.849 -0.290  0.279
H10 2.356 -1.073 -0.687  0.188
H11 -0.761 -4.552 0.273  0.345
H12 -4.420 -3.868 0.360  0.185
H13 -6.229 -2.102 1.069  0.305
H14 -6.376 -0.973 -0.240  0.251
H15 -5.051 2.852 -0.613  0.240
H16 -5.498 1.213 -0.988  0.215
H17 -3.724 3.050 1.611  0.289

Atomic forces in eV per Å
C 0.41 0.49 -0.08
C -0.73 -0.28 -0.03
C 4.90 4.59 0.32
O -6.42 -6.13 -0.44
O 1.06 0.29 2.84
C 0.15 2.39 0.54
C -1.13 0.02 -0.42
C -2.46 -1.60 0.26
C -2.07 -0.58 0.38
N -1.75 7.20 0.84
C -1.04 -0.49 0.10
C -2.36 1.50 0.67
O 0.29 3.59 1.30
C 3.48 2.35 -0.50
C 4.31 -0.15 -0.97
N 2.51 -1.23 -1.32
C -0.50 -3.15 0.03
B 0.46 1.14 0.92
N 2.41 -0.75 0.03
O -2.95 -0.75 -1.77
C -0.43 -0.86 0.29
N 3.35 -5.43 -0.74
H -0.25 -2.58 -0.53
H -2.54 0.51 0.73
H 0.71 1.00 -2.21
H -0.85 2.42 0.75
H 2.09 0.39 -1.38
H -1.36 -2.12 -0.07
H 1.62 -1.03 2.18
H -1.36 -0.43 -2.02
H 1.31 -2.27 -0.13
H -3.03 0.19 0.39
H -1.59 0.29 -1.05
H 1.50 2.02 -0.29
H 0.42 1.38 -0.83
H 0.84 -0.52 1.59
H -0.45 -1.26 0.38
H 0.42 1.17 0.80
H 1.03 -1.30 -0.55

Calculated values
- electronic energy (eV) = -28571.726
- strongest force on any atom (eV/Å) = 8.890
- total charge = 0
- 2S+1 = 1
- SMILES string = CCC(=O)OCCc1cnc2c(O)cc(N)c(B(N)O)c2n1
- HOMO level (eV) = -7.96

This record from OMol25 describes C5H4N2 in the gas phase in a non-equilibrium geometry. The level of theory is ωB97M-V with the def2-TZVPD basis set.

Last column: Mulliken charge in e.
CARTESIAN COORDINATES (ANGSTROEM)
C1 -1.353 -0.687 2.574  0.069
C2 -0.952 -0.430 1.463  -0.370
C3 -0.214 -0.184 0.184  0.208
N1 -0.487 1.018 -0.439  -0.548
C4 0.425 1.067 -1.454  -0.062
C5 1.131 0.011 -1.640  -0.259
N2 0.934 -0.650 -0.338  -0.191
H1 -1.259 -1.020 3.645  0.325
H2 0.458 1.747 -2.455  0.227
H3 2.073 -0.285 -2.187  0.291
H4 1.376 -1.684 -0.320  0.309

Atomic forces in eV per Å
C 1.29 -0.64 1.00
C 1.56 -0.73 -1.01
C -1.33 4.23 0.85
N 0.22 -1.83 0.50
C -2.87 4.89 -4.82
C 4.39 -4.34 3.50
N 1.80 -5.49 -2.43
H -0.86 0.75 -1.82
H -0.73 -0.60 3.11
H -1.59 0.61 0.42
H -1.88 3.14 0.69

Calculated values
- electronic energy (eV) = -8225.721
- strongest force on any atom (eV/Å) = 7.445
- ΔE to the lowest compared entry with this formula, charge and spin (eV) = 3.772
- total charge = 0
- 2S+1 = 1
- SMILES string = C#Cc1ncc[nH]1
- HOMO level (eV) = -9.07

This record from OMol25 describes 16 unconnected molecules or ions with the total composition C52H81F9NO42S in a non-equilibrium geometry. The level of theory is ωB97M-V with the def2-TZVPD basis set.

Last column: Mulliken charge in e.
CARTESIAN COORDINATES (ANGSTROEM)
C1 -2.263 0.251 -1.452  0.456
N1 -1.492 0.295 -0.153  0.998
C2 -0.182 1.070 -0.429  -0.126
C3 -2.235 1.007 0.931  -0.387
C4 -1.302 -1.070 0.340  0.469
C5 -0.128 -1.282 1.251  0.517
O1 1.121 -1.305 0.570  1.831
H1 -1.678 -0.468 -2.088  -0.828
H2 -2.365 1.243 -1.836  -0.113
H3 -3.258 -0.188 -1.255  0.488
H4 -0.496 1.990 -0.883  0.466
H5 0.383 0.440 -1.050  0.426
H6 0.237 1.227 0.567  -0.668
H7 -1.563 0.952 1.797  -0.054
H8 -3.195 0.444 1.121  0.334
H9 -2.381 2.048 0.587  0.111
H10 -1.080 -1.704 -0.590  -0.502
H11 -2.277 -1.330 0.793  0.011
H12 -0.211 -2.253 1.727  -0.089
H13 -0.156 -0.579 2.078  -0.724
H14 1.876 -1.717 1.100  -1.293
S1 3.319 -1.171 3.231  1.458
O2 2.069 -0.702 3.834  -0.641
O3 4.147 -0.123 2.679  -0.809
O4 4.028 -2.016 4.212  -0.913
O5 2.863 -2.137 2.131  -0.796
C6 -4.387 -4.826 4.141  -0.488
C7 -3.205 -5.126 3.154  0.177
O6 -2.757 -3.832 2.779  0.236
C8 -3.797 -2.967 2.935  0.253
O7 -3.988 -1.969 2.333  -0.392
O8 -4.681 -3.476 3.865  -0.453
F1 -3.738 -5.696 2.013  -0.295
H15 -4.207 -4.903 5.251  0.320
H16 -5.268 -5.531 3.769  0.251
H17 -2.370 -5.694 3.562  0.332
C9 4.264 3.650 1.762  -0.372
C10 3.962 5.101 1.492  0.021
O9 2.519 5.097 1.162  -0.360
C11 2.067 3.901 1.352  -0.783
O10 0.916 3.584 1.384  0.226
O11 3.004 3.010 1.781  0.744
F2 4.701 5.641 0.439  -0.350
H18 4.749 3.448 2.740  0.236
H19 4.946 3.273 1.054  0.304
H20 4.134 5.870 2.266  0.240
C12 -5.696 4.258 0.961  -0.060
C13 -6.276 4.933 -0.248  0.378
O12 -6.168 4.004 -1.238  -0.337
C14 -5.398 2.894 -0.845  0.623
O13 -5.178 1.957 -1.560  -0.541
O14 -5.032 3.016 0.453  -0.125
F3 -5.495 6.108 -0.574  -0.313
H21 -6.451 3.943 1.620  0.435
H22 -4.805 4.764 1.453  -0.240
H23 -7.287 5.325 -0.158  0.256
C15 0.224 0.915 -4.540  2.470
C16 0.072 0.814 -6.015  0.136
O15 -0.311 2.118 -6.406  -0.400
C17 -0.788 2.759 -5.328  0.344
O16 -1.264 3.837 -5.427  -0.565
O17 -0.592 2.043 -4.213  0.383
F4 -0.978 -0.126 -6.312  -0.365
H24 1.248 1.040 -4.291  -0.901
H25 -0.134 0.014 -4.070  -1.170
H26 0.990 0.563 -6.516  0.483
C18 5.225 -3.873 2.012  0.177
C19 5.931 -2.611 1.450  0.552
O18 5.418 -2.414 0.197  -0.322
C20 4.763 -3.485 -0.235  0.635
O19 4.436 -3.724 -1.378  -0.630
O20 4.585 -4.362 0.720  -0.463
F5 7.272 -2.842 1.238  -0.422
H27 4.472 -3.523 2.748  -0.281
H28 5.876 -4.665 2.396  0.426
H29 5.780 -1.744 2.055  0.142
C21 2.739 1.836 4.843  -0.071
C22 1.264 1.831 4.471  1.930
O21 0.938 3.202 4.237  -0.452
C23 2.048 3.979 4.391  0.614
O22 2.043 5.211 4.237  -0.656
O23 3.121 3.240 4.704  -0.407
F6 0.499 1.439 5.494  -0.447
H30 3.280 1.382 4.051  -0.098
H31 3.054 1.512 5.811  0.341
H32 1.027 1.220 3.580  -0.725
C24 0.965 -3.049 4.975  1.332
C25 -0.158 -2.167 5.267  0.499
O24 -0.907 -2.926 6.122  -0.463
C26 -0.708 -4.251 5.861  0.441
O25 -1.443 -5.100 6.242  -0.583
O26 0.403 -4.399 5.137  -0.335
F7 -0.936 -1.820 4.207  -0.089
H33 1.833 -2.900 5.667  0.203
H34 1.207 -2.835 3.922  -1.024
H35 0.112 -1.291 5.796  -0.105
C27 -1.421 5.617 3.269  0.493
C28 -1.387 5.134 4.667  0.766
O27 -2.299 4.069 4.712  -0.342
C29 -3.105 4.173 3.658  0.676
O28 -4.088 3.507 3.613  -0.551
O29 -2.642 5.060 2.766  -0.305
F8 -1.898 6.109 5.497  -0.392
H36 -0.607 5.169 2.749  -0.594
H37 -1.449 6.653 3.105  0.427
H38 -0.419 4.840 5.036  -0.134
C30 3.874 0.266 -0.383  1.533
C31 4.352 -0.374 -1.639  1.033
O30 5.665 0.125 -1.823  -0.468
C32 5.823 1.229 -0.997  0.555
O31 6.729 1.976 -1.043  -0.603
O32 4.774 1.400 -0.186  -0.067
F9 3.492 0.079 -2.649  -0.256
H39 3.787 -0.275 0.579  -0.706
H40 2.927 0.793 -0.545  -0.537
H41 4.336 -1.434 -1.739  -0.501
O33 -1.028 -4.700 -1.080  -0.223
C33 -0.210 -5.630 -1.084  0.683
O34 0.702 -5.825 -0.123  -0.380
C34 0.945 -4.936 1.021  2.591
C35 1.921 -5.536 1.976  -1.581
C36 -0.083 -6.761 -2.005  -1.411
H42 -0.030 -4.721 1.456  -0.923
H43 1.336 -3.944 0.674  -0.624
H44 1.719 -6.501 2.304  0.563
H45 1.822 -4.920 2.822  0.095
H46 2.899 -5.486 1.598  0.228
H47 -1.161 -7.053 -2.269  0.279
H48 0.412 -7.548 -1.476  0.476
H49 0.415 -6.524 -2.890  0.204
O35 -2.611 4.042 -1.136  -0.531
C37 -2.557 5.037 -1.846  0.848
O36 -1.675 6.087 -1.703  -0.414
C38 -0.526 5.866 -0.838  0.631
C39 -0.476 7.025 0.183  -1.165
C40 -3.518 5.311 -2.982  -0.968
H50 0.348 5.851 -1.490  0.273
H51 -0.449 4.909 -0.252  -0.303
H52 0.381 6.806 0.876  0.133
H53 -1.422 7.033 0.700  0.293
H54 -0.229 8.019 -0.252  0.394
H55 -4.578 5.516 -2.692  0.197
H56 -3.477 4.369 -3.551  0.218
H57 -3.011 6.160 -3.524  0.276
O37 3.232 1.585 -5.281  -0.573
C41 4.258 1.996 -4.755  0.923
O38 4.275 3.060 -3.917  -0.377
C42 2.978 3.699 -3.786  -0.750
C43 2.326 3.225 -2.450  0.696
C44 5.591 1.345 -4.894  -1.125
H58 2.404 3.437 -4.689  0.364
H59 3.221 4.737 -3.732  0.443
H60 2.989 3.606 -1.615  0.065
H61 2.250 2.168 -2.522  -0.640
H62 1.368 3.693 -2.258  0.011
H63 6.232 1.212 -4.001  0.203
H64 6.202 1.700 -5.720  0.391
H65 5.339 0.292 -5.159  0.334
O39 -5.084 -4.406 -3.091  -0.610
C45 -4.816 -3.265 -2.863  0.816
O40 -4.496 -2.839 -1.589  -0.233
C46 -4.381 -3.973 -0.695  0.783
C47 -5.695 -4.456 -0.075  -1.542
C48 -4.756 -2.215 -3.976  -0.931
H66 -3.689 -3.614 0.043  -0.244
H67 -3.836 -4.762 -1.245  0.182
H68 -6.270 -3.622 0.276  0.286
H69 -5.499 -5.159 0.735  0.300
H70 -6.245 -4.971 -0.830  0.534
H71 -3.755 -2.346 -4.440  0.045
H72 -4.826 -1.261 -3.541  0.243
H73 -5.501 -2.477 -4.662  0.435
O41 -0.272 -1.888 -3.215  -0.436
C49 0.426 -2.875 -3.198  -0.377
O42 0.064 -4.070 -3.750  -0.352
C50 -1.214 -4.299 -4.324  0.207
C51 -1.277 -3.966 -5.828  -1.533
C52 1.772 -3.014 -2.385  -0.091
H74 -1.950 -3.690 -3.735  -0.161
H75 -1.415 -5.316 -4.097  0.469
H76 -1.242 -2.904 -6.177  0.113
H77 -2.160 -4.443 -6.229  0.466
H78 -0.466 -4.475 -6.255  0.519
H79 2.121 -4.015 -2.334  0.776
H80 1.544 -2.726 -1.379  -0.500
H81 2.491 -2.299 -2.836  0.305

Atomic forces in eV per Å
C 0.20 -1.77 0.58
N 0.05 1.57 -0.58
C -2.02 -0.56 1.70
C -0.47 0.20 -0.37
C 0.61 -2.26 -1.89
C 1.27 -0.63 0.52
O -1.06 0.75 -1.26
H -0.64 1.01 0.22
H 0.01 0.53 -0.32
H 0.45 0.22 -0.05
H 0.06 0.50 -0.22
H 1.04 -0.62 -0.75
H 0.44 0.09 -0.49
H -0.53 0.24 -0.04
H 0.99 0.90 -0.17
H -0.19 -0.49 0.44
H -0.56 0.58 1.31
H 0.73 -0.36 -0.18
H -0.65 -0.27 0.18
H 0.31 0.38 0.25
H -0.40 0.33 0.86
S -1.24 -3.52 0.49
O -0.69 1.24 0.48
O 0.65 1.18 -0.51
O 0.48 0.44 -0.14
O 0.91 0.28 -0.23
C -0.82 -1.66 -0.36
C -0.52 1.04 0.73
O -0.26 -0.42 0.08
C -1.06 -1.00 0.69
O 0.46 0.47 0.03
O 0.28 0.70 -0.95
F 0.52 -0.26 0.56
H 0.16 -0.34 -1.34
H 1.65 1.57 1.05
H -0.10 -0.12 -0.32
C 0.56 0.18 1.97
C -0.28 1.96 -0.29
O 2.72 1.68 -0.53
C -1.01 -2.59 1.97
O -0.71 0.22 -0.94
O -0.04 0.52 -1.03
F -0.88 -0.96 0.22
H -0.43 0.50 -0.37
H 0.40 -0.61 -1.30
H -0.49 -0.82 0.09
C 3.35 -0.50 0.21
C 1.30 1.41 0.07
O 0.27 -0.96 -0.72
C 0.23 -0.73 0.14
O -0.25 1.35 0.72
O -1.56 1.21 -1.21
F -0.74 -1.33 0.23
H -0.76 -0.28 1.14
H -1.73 -0.09 -0.47
H -0.02 -0.18 -0.01
C -0.78 -0.68 0.03
C -0.93 -0.25 -0.41
O 0.26 -1.69 -0.50
C 0.09 0.42 -0.02
O -0.53 0.63 0.62
O 0.05 0.27 0.33
F 1.36 1.34 -0.05
H 0.86 0.59 0.37
H -0.31 -0.08 0.28
H -0.04 -0.47 -0.53
C -0.75 0.76 -1.43
C 0.36 -1.42 0.99
O -0.55 1.09 -1.14
C -0.26 -1.72 -1.22
O 0.19 1.13 0.70
O 0.54 -0.30 2.45
F 0.47 -0.02 0.45
H 0.22 -0.60 -0.62
H -0.02 0.32 -0.33
H 0.13 0.63 0.38
C 0.10 1.20 -1.52
C 0.23 -0.06 -0.66
O 0.99 0.55 0.06
C 0.06 1.81 -0.13
O -0.02 -3.14 0.25
O -0.96 1.04 0.37
F -0.78 -0.50 0.95
H 0.56 -0.94 -0.33
H -0.31 -0.40 0.57
H 0.21 0.44 0.55
C 1.74 -0.52 -1.50
C -0.09 0.77 1.15
O -1.74 -1.00 1.07
C 0.32 0.69 -0.15
O -0.31 -0.69 0.07
O 0.01 0.65 0.04
F -0.15 -0.07 -0.65
H -0.75 -0.20 -0.86
H 0.62 -0.71 0.44
H 0.33 1.09 0.14
C -0.15 -1.42 -0.71
C -0.26 0.36 1.31
O 1.47 0.49 0.45
C -0.58 -0.68 0.21
O -0.64 0.15 -1.06
O -0.68 -0.18 -0.16
F 0.02 0.29 0.35
H 0.70 -0.26 -0.70
H 0.07 1.37 0.22
H 0.08 -0.09 0.11
C -1.19 1.48 1.79
C 0.12 0.44 -0.22
O -0.81 0.38 0.48
C -1.07 -0.16 -0.20
O 1.39 0.49 -0.27
O 0.38 -1.32 -0.52
F 0.52 0.15 -0.48
H 0.42 -0.10 -0.77
H -0.12 -0.70 -0.11
H 0.21 -0.68 0.20
O 1.50 -1.67 -0.25
C -0.81 2.51 1.90
O 0.81 0.26 0.52
C -0.75 0.98 -1.34
C -0.76 0.84 -0.76
C -3.29 -1.10 -0.01
H -0.11 -0.14 0.20
H -0.28 -0.88 -0.01
H -0.70 -1.94 0.30
H 0.35 0.93 1.31
H 1.21 0.06 -0.44
H 1.56 0.15 0.20
H 0.20 -0.56 -0.01
H 0.90 0.56 -1.41
O 0.65 1.15 -0.69
C -0.77 0.18 1.04
O -0.07 -2.13 0.47
C 0.50 0.47 0.93
C 1.67 -0.40 -0.42
C 0.91 0.44 -0.37
H -0.01 0.25 -0.09
H -0.98 0.67 -0.84
H -0.93 0.13 -0.34
H -0.20 0.24 0.32
H -0.52 -0.67 0.03
H 1.19 -0.08 -0.02
H -0.20 0.53 -0.22
H -1.15 -0.93 0.08
O 1.22 0.37 0.20
C -0.73 0.13 0.61
O -0.43 -0.57 -0.75
C -0.32 -0.63 0.80
C 1.47 1.89 -0.31
C 0.41 -2.34 -0.12
H 0.01 0.39 0.58
H -0.08 0.76 -0.14
H -0.52 -0.94 -0.80
H -0.10 -0.95 0.52
H -0.39 -0.03 -0.33
H -0.65 0.84 -0.24
H -0.16 0.46 -0.02
H 0.18 0.66 -0.02
O -0.26 -0.80 -0.34
C 0.31 1.02 0.39
O -0.62 -0.54 -1.55
C 0.70 -0.41 0.21
C 1.01 0.08 -0.48
C 1.94 -1.52 1.68
H 0.20 0.19 0.58
H -0.49 0.23 0.40
H -0.31 0.46 0.34
H 0.04 0.21 -0.07
H -0.61 -0.37 -0.52
H -0.55 0.23 0.14
H -0.23 1.40 0.16
H -1.08 -0.03 -1.05
O 0.13 -0.23 -0.29
C 0.50 -1.37 1.20
O 1.34 0.67 0.16
C -1.08 2.90 0.29
C -0.53 0.43 0.83
C -1.56 1.22 -1.84
H 0.49 -0.50 -0.52
H -0.23 -0.98 -0.21
H -0.07 -0.74 0.89
H -0.47 0.02 -0.17
H 1.31 -0.64 -0.91
H 0.44 -0.74 -0.46
H -0.18 0.60 0.61
H -0.28 -0.62 0.40

Calculated values
- electronic energy (eV) = -178021.450
- strongest force on any atom (eV/Å) = 3.761
- total charge = -1
- 2S+1 = 1
- HOMO level (eV) = -6.33

Kohn-Sham gap values, unit eV, following the record order: 6.78; 9.78; 8.35.